{"formula": "C4H9N2", "method": "wB97M-V/def2-TZVPD", "charge": 1, "smiles": "CC1=N[N+]1(C)C", "spin_multiplicity": 1, "e_tot_ha": -266.81316, "species": ["C", "C", "N", "N", "C", "C", "H", "H", "H", "H", "H", "H", "H", "H", "H"], "coordinates": [[-2.24, 0.06, 0.03], [-0.92, -0.41, 0.04], [0.22, -1.83, -0.12], [0.50, -0.37, -0.02], [1.21, 0.05, 1.20], [1.09, 0.25, -1.22], [-2.52, 0.41, 1.03], [-2.96, -0.72, -0.26], [-2.34, 0.94, -0.62], [1.01, 1.10, 1.41], [0.90, -0.57, 2.04], [2.28, -0.09, 1.04], [2.12, -0.11, -1.33], [0.53, -0.05, -2.10], [1.10, 1.33, -1.12]], "nbo_charge": [-0.77, 0.47, 0.00, -0.22, -0.43, -0.43, 0.30, 0.31, 0.29, 0.24, 0.25, 0.25, 0.25, 0.25, 0.24]}